Entry from the OMol25 dataset: a 7-piece molecular cluster, C45H100Br2N5 overall at a distorted geometry (ωB97M-V/def2-TZVPD).

Each atom is followed by the atoms it is bonded to, with distances in Å.
Element x y z (Å)
1 C -4.11809 -3.84370 9.86140  C2 1.540, H11 1.090, H12 1.090, H13 1.090
2 C -2.72742 -3.91751 10.51873  C1 1.540, C3 1.545, H14 1.090, H15 1.090
3 C -2.50555 -2.72260 11.47281  C2 1.545, C4 1.533, H16 1.090, H17 1.090
4 C -1.01452 -2.43349 11.68057  C3 1.533, N5 1.610, H18 1.090, H19 1.090
5 N -0.77391 -1.21968 12.71091  C4 1.610, C6 1.525, C9 1.562, C10 1.540
6 C 0.70293 -0.89405 12.90471  N5 1.525, C7 1.511, H20 1.090, H21 1.090
7 C 0.75128 0.58127 13.22705  C6 1.511, C8 1.551, H22 1.090, H23 1.090
8 C -0.61031 1.20349 12.82327  C7 1.551, C9 1.519, H24 1.090, H25 1.090
9 C -1.40590 0.09628 12.15471  N5 1.562, C8 1.519, H26 1.090, H27 1.090
10 C -1.32483 -1.63350 14.08801  N5 1.540, H28 1.090, H29 1.090, H30 1.090
11 H -4.46938 -4.76407 9.39491  C1 1.090
12 H -4.11965 -3.10591 9.05905  C1 1.090
13 H -4.84844 -3.41252 10.54608  C1 1.090
14 H -2.03073 -3.80708 9.68775  C2 1.090
15 H -2.48501 -4.90659 10.90738  C2 1.090
16 H -2.99749 -2.94709 12.41922  C3 1.090
17 H -2.94242 -1.81525 11.05573  C3 1.090
18 H -0.46158 -2.24321 10.76070  C4 1.090
19 H -0.51833 -3.27876 12.15744  C4 1.090
20 H 1.26182 -1.51611 13.60383  C6 1.090
21 H 1.26268 -0.99139 11.97449  C6 1.090
22 H 1.00115 0.84599 14.25447  C7 1.090
23 H 1.50756 0.99956 12.56285  C7 1.090
24 H -1.08314 1.56295 13.73723  C8 1.090
25 H -0.45633 1.98161 12.07566  C8 1.090
26 H -2.46313 0.24627 12.37349  C9 1.090
27 H -1.18486 0.04630 11.08853  C9 1.090
28 H -1.22715 -0.81862 14.80532  C10 1.090
29 H -0.85002 -2.51151 14.52591  C10 1.090
30 H -2.40866 -1.61346 13.97392  C10 1.090
31 C -1.64444 10.73856 1.20538  C32 1.568, H41 1.090, H42 1.090, H43 1.090
32 C -0.40361 11.19182 0.36092  C31 1.568, C33 1.484, H44 1.090, H45 1.090
33 C -0.65833 10.86464 -1.06447  C32 1.484, C34 1.519, H46 1.090, H47 1.090
34 C 0.58979 11.01102 -1.91765  C33 1.519, N35 1.522, H48 1.090, H49 1.090
35 N 0.25865 11.03010 -3.40354  C34 1.522, C36 1.582, C39 1.603, C40 1.567
36 C 1.58155 11.27228 -4.23639  N35 1.582, C37 1.491, H50 1.090, H51 1.090
37 C 1.25632 12.14994 -5.39740  C36 1.491, C38 1.525, H52 1.090, H53 1.090
38 C -0.17521 12.62690 -5.17304  C37 1.525, C39 1.466, H54 1.090, H55 1.090
39 C -0.48689 12.40347 -3.75859  N35 1.603, C38 1.466, H56 1.090, H57 1.090
40 C -0.52208 9.80096 -3.98242  N35 1.567, H58 1.090, H59 1.090, H60 1.090
41 H -1.65476 9.70757 1.55899  C31 1.090
42 H -2.56653 11.00224 0.68738  C31 1.090
43 H -1.52106 11.34007 2.10596  C31 1.090
44 H 0.49245 10.74707 0.79379  C32 1.090
45 H -0.34889 12.27403 0.47894  C32 1.090
46 H -1.49702 11.43598 -1.46231  C33 1.090
47 H -1.10074 9.86911 -1.10055  C33 1.090
48 H 1.31882 10.21879 -1.74741  C34 1.090
49 H 1.07058 11.96189 -1.68789  C34 1.090
50 H 1.94961 10.30153 -4.56848  C36 1.090
51 H 2.38288 11.62769 -3.58858  C36 1.090
52 H 1.41822 11.78137 -6.41035  C37 1.090
53 H 1.95268 12.98706 -5.34823  C37 1.090
54 H -0.88124 12.02249 -5.74253  C38 1.090
55 H -0.27299 13.69135 -5.38632  C38 1.090
56 H -1.55282 12.36735 -3.53362  C39 1.090
57 H 0.01420 13.14724 -3.13907  C39 1.090
58 H -1.51284 9.96338 -3.55800  C40 1.090
59 H -0.13746 8.89296 -3.51798  C40 1.090
60 H -0.53842 9.78866 -5.07223  C40 1.090
61 C -3.36505 2.64971 4.07645  C62 1.500, H71 1.090, H72 1.090, H73 1.090
62 C -3.84870 1.48082 3.27020  C61 1.500, C63 1.590, H74 1.090, H75 1.090
63 C -3.27408 1.49960 1.78739  C62 1.590, C64 1.613, H76 1.090, H77 1.090
64 C -1.69571 1.25497 1.55959  C63 1.613, N65 1.544, H78 1.090, H79 1.090
65 N -1.27169 1.18436 0.07637  C64 1.544, C66 1.526, C69 1.573, C70 1.532
66 C 0.15915 0.65880 0.01194  N65 1.526, C67 1.437, H80 1.090, H81 1.090
67 C 0.80860 1.26535 -1.11794  C66 1.437, C68 1.484, H82 1.090, H83 1.090
68 C 0.28598 2.65157 -1.20742  C67 1.484, C69 1.545, H84 1.090, H85 1.090
69 C -1.13045 2.60050 -0.59346  N65 1.573, C68 1.545, H86 1.090, H87 1.090
70 C -2.17067 0.27251 -0.76387  N65 1.532, H88 1.090, H89 1.090, H90 1.090
71 H -3.54316 3.61609 3.60474  C61 1.090
72 H -2.27719 2.61319 4.13423  C61 1.090
73 H -3.76018 2.73159 5.08900  C61 1.090
74 H -4.93459 1.50339 3.17844  C62 1.090
75 H -3.58995 0.50175 3.67340  C62 1.090
76 H -3.46560 2.43392 1.25970  C63 1.090
77 H -3.87619 0.70469 1.34730  C63 1.090
78 H -1.43498 0.29156 1.99770  C64 1.090
79 H -1.08074 1.99779 2.06767  C64 1.090
80 H 0.11554 -0.42210 -0.12159  C66 1.090
81 H 0.59846 0.96037 0.96281  C66 1.090
82 H 0.47745 0.79918 -2.04591  C67 1.090
83 H 1.89401 1.17082 -1.08579  C67 1.090
84 H 0.37677 3.01324 -2.23165  C68 1.090
85 H 1.00004 3.29561 -0.69415  C68 1.090
86 H -1.88821 2.76376 -1.35979  C69 1.090
87 H -1.31728 3.34446 0.18094  C69 1.090
88 H -3.10209 0.83831 -0.78411  C70 1.090
89 H -2.43293 -0.62246 -0.19962  C70 1.090
90 H -1.77934 -0.02987 -1.73522  C70 1.090
91 C 8.94428 -7.04772 -5.36779  C92 1.576, H101 1.090, H102 1.090, H103 1.090
92 C 7.76583 -6.03046 -5.12378  C91 1.576, C93 1.484, H104 1.090, H105 1.090
93 C 7.57748 -5.68877 -3.69216  C92 1.484, C94 1.510, H106 1.090, H107 1.090
94 C 8.78836 -5.02169 -3.08398  C93 1.510, N95 1.559, H108 1.090, H109 1.090
95 N 8.72934 -4.95822 -1.52772  C94 1.559, C96 1.572, C99 1.543, C100 1.513
96 C 8.49059 -6.36407 -0.86708  N95 1.572, C97 1.545, H110 1.090, H111 1.090
97 C 7.09972 -6.31792 -0.19571  C96 1.545, C98 1.536, H112 1.090, H113 1.090
98 C 6.87748 -4.83451 0.13653  C97 1.536, C99 1.493, H114 1.090, H115 1.090
99 C 7.53449 -4.13308 -1.00586  N95 1.543, C98 1.493, H116 1.090, H117 1.090
100 C 9.99978 -4.37678 -0.94665  N95 1.513, H118 1.090, H119 1.090, H120 1.090
101 H 8.90608 -7.89147 -4.67877  C91 1.090
102 H 9.90160 -6.56532 -5.17047  C91 1.090
103 H 8.93070 -7.50910 -6.35523  C91 1.090
104 H 6.83521 -6.50136 -5.44049  C92 1.090
105 H 8.01727 -5.24046 -5.83145  C92 1.090
106 H 7.26927 -6.53601 -3.07955  C93 1.090
107 H 6.72342 -5.01154 -3.69849  C93 1.090
108 H 8.96136 -3.98469 -3.37172  C94 1.090
109 H 9.63604 -5.68962 -3.23700  C94 1.090
110 H 9.23437 -6.55075 -0.09246  C96 1.090
111 H 8.76434 -7.23987 -1.45541  C96 1.090
112 H 7.20261 -6.80185 0.77553  C97 1.090
113 H 6.27887 -6.76657 -0.75520  C97 1.090
114 H 7.33125 -4.49675 1.06825  C98 1.090
115 H 5.82979 -4.58249 0.30064  C98 1.090
116 H 7.76527 -3.08842 -0.79728  C99 1.090
117 H 6.82304 -4.06047 -1.82847  C99 1.090
118 H 10.73032 -4.95489 -1.51252  C100 1.090
119 H 10.17440 -4.44117 0.12734  C100 1.090
120 H 9.92153 -3.32588 -1.22519  C100 1.090
121 C -8.89775 -5.48386 -6.51894  C122 1.550, H131 1.090, H132 1.090, H133 1.090
122 C -7.47920 -5.00281 -6.12121  C121 1.550, C123 1.470, H134 1.090, H135 1.090
123 C -6.51032 -5.59753 -7.05263  C122 1.470, C124 1.606, H136 1.090, H137 1.090
124 C -5.13155 -4.77512 -7.03503  C123 1.606, N125 1.525, H138 1.090, H139 1.090
125 N -4.18217 -5.35689 -8.07764  C124 1.525, C126 1.567, C129 1.550, C130 1.562
126 C -4.06081 -6.91928 -8.08468  N125 1.567, C127 1.559, H140 1.090, H141 1.090
127 C -2.66801 -7.22757 -8.71407  C126 1.559, C128 1.510, H142 1.090, H143 1.090
128 C -1.76910 -6.09848 -8.26895  C127 1.510, C129 1.580, H144 1.090, H145 1.090
129 C -2.71574 -4.89203 -7.89009  N125 1.550, C128 1.580, H146 1.090, H147 1.090
130 C -4.60800 -4.83518 -9.48727  N125 1.562, H148 1.090, H149 1.090, H150 1.090
131 H -9.26891 -5.19477 -7.50218  C121 1.090
132 H -9.62763 -5.17776 -5.76950  C121 1.090
133 H -8.90483 -6.57359 -6.49577  C121 1.090
134 H -7.36050 -5.01934 -5.03781  C122 1.090
135 H -7.29516 -3.94223 -6.29269  C122 1.090
136 H -6.85917 -5.68160 -8.08187  C123 1.090
137 H -6.39744 -6.64247 -6.76372  C123 1.090
138 H -4.59418 -4.79120 -6.08683  C124 1.090
139 H -5.26261 -3.71579 -7.25580  C124 1.090
140 H -4.82908 -7.33664 -8.73560  C126 1.090
141 H -4.12634 -7.23100 -7.04226  C126 1.090
142 H -2.79407 -7.18803 -9.79603  C127 1.090
143 H -2.08319 -8.11392 -8.46817  C127 1.090
144 H -0.99114 -5.86602 -8.99617  C128 1.090
145 H -1.27871 -6.43515 -7.35556  C128 1.090
146 H -2.68532 -3.95579 -8.44742  C129 1.090
147 H -2.63095 -4.64395 -6.83208  C129 1.090
148 H -3.97549 -5.37503 -10.19196  C130 1.090
149 H -4.56908 -3.77634 -9.74309  C130 1.090
150 H -5.55661 -5.31337 -9.73138  C130 1.090
151 Br -2.41330 2.28854 -7.87275  no bonds
152 Br -0.26592 -6.52256 -1.45651  no bonds

The value obtained for the total energy is -195794.7334 eV. The highest occupied orbital energy comes out at -8.61 eV. As for the largest force on an atom: 3.26 eV/A. The value obtained for the energy relative to the best compared isomer or geometry (same formula, charge and spin) is 31.5 kcal per mole. The net charge is +3. For the LUMO energy, the calculation gives -4.3 eV. For the HOMO-LUMO gap, the calculation gives 4.3 eV.